1.
Molecular formula: C23H20Cl2CoN3O7
Method: DFT, wB97M-V/def2-TZVPD

Computed properties:
LUMO level (alpha / beta) (eV): 1.95 / 1.95
HOMO energy (alpha / beta) (eV): -4.79 / -4.81
Relative energy (zero: lowest compared OMol25 entry of this formula, charge and spin) (kcal/mol): 14.1
Orbital gap (alpha / beta) (Ha): 0.24794 / 0.24835

ORCA input file:
```
! wB97M-V def2-TZVPD RIJCOSX def2/J DEFGRID3
* xyz -1 2
Co -0.82 -0.27 -0.60
Cl -2.01 3.16 -6.87
C -2.06 2.30 -5.35
C -3.25 2.27 -4.62
C -3.33 1.60 -3.43
Cl -4.81 1.57 -2.54
C -2.20 0.90 -2.87
O -2.30 0.29 -1.77
C -1.01 0.95 -3.66
C 0.18 0.24 -3.26
O 0.34 -0.44 -2.24
C -0.95 1.65 -4.89
H -4.13 2.79 -4.99
H 1.02 0.30 -3.97
H -0.03 1.66 -5.45
C -2.12 -3.84 -0.72
C -2.66 -2.77 0.16
N -2.13 -1.58 0.31
C -2.89 -0.91 1.22
C -3.91 -1.71 1.64
N -3.74 -2.89 0.95
C -5.03 -1.57 2.59
O -5.14 -0.41 3.20
O -5.81 -2.49 2.75
C -2.53 0.51 1.55
O -3.20 1.10 2.42
O -1.56 0.97 0.89
H -1.22 -3.46 -1.21
H -2.84 -4.13 -1.48
H -1.85 -4.72 -0.14
H -4.36 -3.68 1.06
H -4.39 0.22 2.92
O 0.79 -1.82 1.14
N 0.67 -0.71 0.52
C 2.08 2.17 2.19
C 2.31 0.68 1.90
C 1.94 -0.11 3.15
C 1.39 0.34 0.75
C 3.78 0.50 1.50
C 4.72 -0.11 2.33
C 6.05 -0.22 1.95
C 6.48 0.27 0.73
C 5.55 0.88 -0.11
C 4.23 0.98 0.27
H 1.03 2.34 2.44
H 2.32 2.79 1.33
H 2.70 2.49 3.03
H 0.87 0.01 3.34
H 2.48 0.28 4.02
H 2.13 -1.18 3.03
H 1.17 1.17 0.07
H 4.41 -0.51 3.28
H 6.75 -0.71 2.62
H 7.51 0.18 0.43
H 5.87 1.26 -1.08
H 3.52 1.44 -0.41
*
```

These are the natural (NBO) partial charges, in e, on atoms 1 to 8: 1.19, -0.03, -0.11, -0.21, -0.12, 0.02, 0.49, -0.71

***

2.
Molecular formula: C23H20ClF5MnN5O4S2Te
Method: DFT, wB97M-V/def2-TZVPD

Computed properties:
LUMO level (alpha / beta) (eV): -1.89 / -1.71
HOMO energy (alpha / beta) (eV): -9.36 / -9.44
Orbital gap (alpha / beta) (Ha): 0.27481 / 0.28432

ORCA input file:
```
! wB97M-V def2-TZVPD RIJCOSX def2/J DEFGRID3
* xyz 0 5
Mn 0.68 0.04 -0.01
Cl -6.38 -2.61 4.32
C -4.80 -2.11 3.76
C -4.61 -1.89 2.41
C -3.35 -1.50 1.97
C -2.31 -1.37 2.88
C -2.52 -1.59 4.24
C -3.78 -1.96 4.68
C -0.93 -1.09 2.40
O 0.06 -1.61 2.82
O -0.93 -0.22 1.32
H -5.43 -2.01 1.72
H -3.17 -1.31 0.92
H -1.70 -1.47 4.93
H -3.97 -2.12 5.74
N 2.07 0.24 -1.27
C 2.87 0.56 -2.08
N 3.61 0.92 -2.99
C 4.88 0.88 -3.30
N 5.98 0.88 -3.64
O -1.20 -0.05 -1.41
S -2.11 1.16 -1.14
C -1.68 2.37 -2.40
C -2.35 1.87 -3.67
C -3.78 1.56 -3.24
C -3.69 0.76 -1.93
H -0.59 2.42 -2.41
H -2.08 3.33 -2.05
H -1.85 0.96 -4.00
H -2.30 2.60 -4.47
H -4.33 1.00 -4.00
H -4.32 2.49 -3.06
H -3.64 -0.32 -2.09
H -4.48 0.99 -1.22
S 0.52 -6.50 0.23
C 0.70 -4.73 0.09
C 0.05 -4.03 -0.91
C 0.17 -2.66 -0.96
N 0.90 -1.99 -0.06
C 1.58 -2.66 0.88
C 1.51 -4.03 0.98
C -0.72 -6.48 1.53
C -2.05 -6.70 1.22
C -2.98 -6.70 2.25
N -2.66 -6.49 3.52
C -1.38 -6.28 3.81
C -0.37 -6.26 2.85
H -0.57 -4.55 -1.63
H -0.34 -2.07 -1.70
H 2.17 -2.07 1.57
H 2.06 -4.54 1.76
H -2.36 -6.87 0.19
H -4.02 -6.87 2.04
H -1.14 -6.12 4.85
H 0.66 -6.10 3.14
F -2.49 1.57 1.97
Te -0.63 1.85 1.79
F -1.43 3.43 1.13
F 1.10 0.83 2.08
F 0.39 3.18 2.59
F -0.81 1.37 3.60
O 0.20 1.82 0.10
*
```

These are the natural (NBO) partial charges, in e, on atoms 1 to 8: 1.64, 0.01, -0.01, -0.23, -0.18, -0.11, -0.15, -0.23

***

3.
Molecular formula: C23H20ClFN4OS
Method: DFT, wB97M-V/def2-TZVPD

Computed properties:
LUMO level (eV): -0.08
HOMO energy (eV): -8.00
Relative energy (zero: lowest compared OMol25 entry of this formula, charge and spin) (kcal/mol): 3.0
Orbital gap (Ha): 0.29126

ORCA input file:
```
! wB97M-V def2-TZVPD RIJCOSX def2/J DEFGRID3
* xyz 0 1
N -4.47 -1.70 -1.66
C -3.62 -1.76 -0.89
C -2.57 -1.86 0.04
C -2.77 -1.54 1.35
O -1.82 -1.83 2.26
C -3.97 -0.75 1.81
N -3.76 0.68 1.78
C -2.63 1.22 2.51
C -1.32 1.25 1.70
N -1.54 2.04 0.50
C -0.40 2.46 -0.19
C 0.87 1.94 0.03
C 1.98 2.41 -0.65
C 1.86 3.42 -1.58
C 0.61 3.97 -1.82
C -0.49 3.50 -1.13
F -1.69 4.08 -1.38
C -2.62 1.51 -0.31
C -3.91 1.38 0.52
C -1.26 -2.19 -0.48
N -0.16 -1.75 0.03
C 0.93 -2.05 -0.71
C 2.23 -1.57 -0.27
C 2.39 -1.17 1.06
C 3.59 -0.67 1.51
C 4.66 -0.56 0.62
Cl 6.17 0.08 1.17
C 4.52 -0.95 -0.70
C 3.31 -1.46 -1.14
C 0.65 -2.77 -1.84
S -1.03 -3.06 -1.99
H -2.10 -1.55 3.14
H -4.83 -0.98 1.19
H -4.21 -1.02 2.85
H -2.49 0.67 3.44
H -2.89 2.25 2.76
H -0.55 1.74 2.30
H -0.98 0.24 1.45
H 1.01 1.13 0.73
H 2.95 1.97 -0.45
H 2.72 3.79 -2.11
H 0.47 4.77 -2.53
H -2.82 2.17 -1.14
H -2.34 0.53 -0.72
H -4.68 0.89 -0.08
H -4.25 2.39 0.77
H 1.55 -1.27 1.73
H 3.71 -0.36 2.54
H 5.36 -0.86 -1.37
H 3.21 -1.75 -2.17
H 1.32 -3.14 -2.58
*
```

These are the natural (NBO) partial charges, in e, on atoms 1 to 8: -0.32, 0.28, -0.36, 0.47, -0.63, -0.29, -0.43, -0.23

***

4.
Molecular formula: C23H20ClN3O4
Method: DFT, wB97M-V/def2-TZVPD

Computed properties:
LUMO level (eV): 0.34
HOMO energy (eV): -7.97
Relative energy (zero: lowest compared OMol25 entry of this formula, charge and spin) (kcal/mol): 20.9
Orbital gap (Ha): 0.30530

ORCA input file:
```
! wB97M-V def2-TZVPD RIJCOSX def2/J DEFGRID3
* xyz 0 1
C 0.57 5.70 -1.23
O 0.12 4.38 -1.34
C 0.89 3.37 -0.86
C 0.38 2.08 -1.02
C 1.09 1.00 -0.57
C 2.32 1.15 0.07
C 3.06 0.01 0.55
N 2.59 -1.16 0.45
N 3.28 -2.21 0.92
C 2.90 -3.52 0.82
O 3.66 -4.39 1.20
C 1.57 -3.80 0.23
C 1.43 -4.98 -0.50
C 0.21 -5.30 -1.07
C -0.88 -4.46 -0.92
C -0.75 -3.29 -0.18
N -1.81 -2.40 0.03
C -3.09 -2.46 -0.44
O -3.52 -3.33 -1.16
C -3.95 -1.32 0.01
C -4.98 -0.92 -0.84
C -5.83 0.11 -0.49
C -5.65 0.74 0.73
Cl -6.71 2.03 1.19
C -4.65 0.35 1.60
C -3.80 -0.68 1.24
C 0.47 -2.97 0.40
C 2.83 2.46 0.24
O 4.04 2.56 0.87
C 4.61 3.83 1.06
C 2.11 3.55 -0.23
H -0.20 6.32 -1.69
H 1.52 5.85 -1.76
H 0.69 6.00 -0.19
H -0.57 1.96 -1.52
H 0.72 -0.01 -0.70
H 4.04 0.21 1.01
H 4.21 -2.05 1.32
H 2.28 -5.63 -0.61
H 0.10 -6.21 -1.64
H -1.83 -4.71 -1.37
H -1.56 -1.58 0.56
H -5.11 -1.44 -1.77
H -6.62 0.42 -1.15
H -4.53 0.84 2.56
H -3.04 -1.00 1.94
H 0.56 -2.07 0.99
H 5.55 3.66 1.57
H 4.80 4.33 0.11
H 3.97 4.47 1.69
H 2.51 4.54 -0.10
*
```

These are the natural (NBO) partial charges, in e, on atoms 1 to 8: -0.26, -0.50, 0.43, -0.32, -0.13, -0.21, 0.05, -0.24

***

5.
Molecular formula: C23H20ClN5O2PtS
Method: DFT, wB97M-V/def2-TZVPD

Computed properties:
LUMO level (alpha / beta) (eV): 0.03 / -1.54
HOMO energy (alpha / beta) (eV): -7.20 / -8.01
Relative energy (zero: lowest compared OMol25 entry of this formula, charge and spin) (kcal/mol): 24.3
Orbital gap (alpha / beta) (Ha): 0.26587 / 0.23786

ORCA input file:
```
! wB97M-V def2-TZVPD RIJCOSX def2/J DEFGRID3
* xyz 0 5
Pt -0.39 -16.22 -3.46
N -7.57 -20.44 -6.49
C -6.52 -19.58 -6.44
C -5.83 -19.10 -7.58
C -4.71 -18.34 -7.44
C -4.30 -17.98 -6.17
C -4.92 -18.43 -5.01
C -6.08 -19.19 -5.15
S -2.83 -16.99 -6.15
O -3.20 -15.63 -5.86
O -2.20 -17.35 -7.40
N -1.90 -17.44 -4.85
C -0.89 -18.29 -5.12
N 0.09 -18.02 -4.19
C 1.13 -18.94 -4.13
C 1.20 -19.91 -5.10
C 0.19 -20.01 -6.06
N -0.90 -19.26 -6.02
H -8.05 -20.54 -7.36
H -8.17 -20.25 -5.70
H -6.22 -19.36 -8.55
H -4.08 -17.96 -8.23
H -4.57 -18.07 -4.05
H -6.70 -19.45 -4.33
H 1.83 -18.70 -3.31
H 1.95 -20.68 -5.08
H 0.45 -20.66 -6.83
Cl -3.77 -11.84 -0.55
C -3.51 -13.56 -0.62
C -4.14 -14.25 -1.67
C -4.02 -15.60 -1.74
C -3.17 -16.33 -0.90
C -2.78 -17.68 -1.06
C -2.49 -15.58 0.14
C -2.74 -14.23 0.32
H -4.80 -13.76 -2.36
H -4.61 -16.15 -2.45
H -3.17 -18.20 -1.90
H -2.00 -18.08 -0.40
H -1.88 -16.16 0.76
H -2.31 -13.66 1.09
N -0.85 -14.33 -3.33
C -1.13 -13.29 -4.08
C -0.91 -13.50 -5.48
C -0.86 -12.36 -6.28
C -1.03 -11.09 -5.71
C -1.27 -10.90 -4.37
C -1.35 -11.99 -3.54
H -0.61 -14.49 -5.80
H -0.63 -12.54 -7.27
H -0.88 -10.28 -6.40
H -1.41 -9.91 -3.97
H -1.57 -11.87 -2.47
*
```

These are the natural (NBO) partial charges, in e, on atoms 1 to 8: 0.68, -0.78, 0.19, -0.28, -0.15, -0.37, -0.16, -0.26

***

6.
Molecular formula: C23H20F3N5O6S
Method: DFT, wB97M-V/def2-TZVPD

Computed properties:
LUMO level (eV): -1.03
HOMO energy (eV): -6.68
Relative energy (zero: lowest compared OMol25 entry of this formula, charge and spin) (kcal/mol): 42.0
Orbital gap (Ha): 0.20768

ORCA input file:
```
! wB97M-V def2-TZVPD RIJCOSX def2/J DEFGRID3
* xyz 0 1
C 1.14 2.55 1.19
N -0.24 2.20 0.88
C -0.96 1.19 1.44
H 0.93 -0.36 -2.56
C -0.53 0.31 2.52
C -0.99 0.63 3.81
C -0.62 -0.15 4.89
C 0.21 -1.27 4.72
C 0.51 -2.00 6.00
C 0.68 -1.62 3.42
C 0.31 -0.80 2.32
N -2.06 1.03 0.65
C -3.01 -0.07 0.72
C -2.27 2.22 -0.06
C -1.10 2.96 0.09
C -1.11 4.35 0.04
C -2.38 4.96 0.05
C -3.55 4.20 -0.15
C -3.50 2.82 -0.32
H 1.35 3.51 0.71
H 1.26 2.62 2.27
H 1.87 1.84 0.78
H -1.62 1.50 3.89
H -0.98 0.08 5.90
H 1.16 -2.88 5.91
H 0.96 -1.30 6.71
H -0.44 -2.31 6.47
H 1.34 -2.49 3.21
H 0.62 -1.00 1.28
H -3.90 0.24 0.15
H -2.64 -0.99 0.24
H -3.24 -0.28 1.77
H -0.17 4.90 0.12
H -2.45 6.04 0.16
H -4.51 4.72 -0.20
H -4.37 2.20 -0.54
O -1.71 -2.34 -3.34
S -0.70 -2.69 -2.37
O -0.85 -2.29 -0.98
C -0.32 -4.55 -2.44
F -1.32 -5.32 -2.00
F -0.05 -4.85 -3.73
F 0.78 -4.77 -1.69
C 0.90 -2.05 -2.92
C 1.46 -1.07 -1.94
C 2.88 -0.74 -2.19
N 3.67 0.06 -1.39
O 3.69 0.34 -0.19
O 4.52 0.76 -2.33
N 4.20 0.45 -3.68
C 3.19 -0.49 -3.53
C 2.39 -1.10 -4.57
N 2.83 -1.25 -5.95
O 3.77 -0.57 -6.43
O 2.21 -2.11 -6.62
C 1.18 -1.79 -4.26
H 1.13 -1.16 -0.89
H 0.45 -2.05 -5.04
*
```

These are the natural (NBO) partial charges, in e, on atoms 1 to 8: -0.43, -0.29, 0.51, 0.24, -0.20, -0.11, -0.24, 0.03

***

no.,F_max (Eh/bohr)
1,0.009
2,0.032
3,0.022
4,0.023
5,0.070
6,0.081